Below is a cluster of 7 separate species, H14O7 in total at a distorted geometry, with properties calculated with ωB97M-V with the def2-TZVPD basis set.

Results
structure (SMILES): O.O.O.O.O.O.O
net charge: 0
multiplicity: 1

Last columns: bonded neighbours and bond lengths (Å).
Element x y z (Å)
1 O -1.0118 1.3521 1.2747  H2 0.964, H3 0.964
2 H -0.4931 0.8866 0.6089  O1 0.964
3 H -0.9556 2.2775 1.0110  O1 0.964
4 O 1.6976 -0.5746 2.3275  H5 0.964, H6 0.964
5 H 2.4745 -0.4805 2.8902  O4 0.964
6 H 1.2211 -1.3207 2.7085  O4 0.964
7 O 3.7706 0.5228 -0.4859  H8 0.964, H9 0.964
8 H 4.3379 -0.2138 -0.7402  O7 0.964
9 H 4.3669 1.1349 -0.0401  O7 0.964
10 O -2.7370 -2.2744 -1.2703  H11 0.964, H12 0.964
11 H -2.0826 -2.9782 -1.1960  O10 0.964
12 H -2.5189 -1.8383 -2.1017  O10 0.964
13 O -2.3094 3.3673 -0.9906  H14 0.964, H15 0.964
14 H -1.4522 3.3052 -1.4268  O13 0.964
15 H -2.1384 3.0610 -0.0929  O13 0.964
16 O 3.0578 -0.8672 -1.4552  H17 0.964, H18 0.964
17 H 3.4818 -1.2688 -2.2221  O16 0.964
18 H 2.8268 0.0200 -1.7528  O16 0.964
19 O -2.8758 -1.5732 0.7874  H20 0.964, H21 0.964
20 H -3.6143 -1.2897 0.2367  O19 0.964
21 H -2.1907 -0.9170 0.6170  O19 0.964

***

Below is a cluster of 2 separate species, H2IO2PS in total at a distorted geometry, with properties calculated with ωB97M-V with the def2-TZVPD basis set.

Results
net charge: 0
multiplicity: 1

Last columns: bonded neighbours and bond lengths (Å).
Element x y z (Å)
1 O -0.2817 0.2439 -0.6776  H6 0.948
2 O 0.8778 -0.8933 1.5847  P3 1.563, H7 1.006
3 P 1.5379 -1.0629 0.1779  O2 1.563, S4 1.929, I5 2.388
4 S 1.8809 -2.8280 -0.5209  P3 1.929
5 I 3.1835 0.6549 -0.0296  P3 2.388
6 H -0.9177 -0.3403 -0.2862  O1 0.948
7 H 0.4729 -0.0070 1.8346  O2 1.006

***

The following calculated total energy values (in eV) correspond, in order, to the records above: -14556.019; -32351.582.
The following relative energy (zero: lowest compared OMol25 entry of this formula, charge and spin) values (in eV) correspond, in order, to the records above: 5.442; 2.792.